Entry 1:
DFT (wB97M-V/def2-TZVPD) results for a gas-phase ion, C6H17N4 (charge +1) in a non-equilibrium geometry.

```
27
Properties=species:S:1:pos:R:3
C 1.7588 -1.9083 -0.1037
N 0.9460 -0.7733 -0.6584
C 1.6986 0.3791 -1.0340
N 0.7224 1.2430 -0.1802
C 1.4175 1.8208 0.9447
N 0.1257 -0.0799 0.2025
C -1.5025 0.0170 -0.1504
C -1.8941 -1.4458 0.3830
C -1.9597 1.2564 0.5595
N -1.5686 0.0901 -1.5394
H 1.1651 -2.7776 0.1000
H 2.6189 -2.3652 -0.7183
H 2.3831 -1.5116 0.7437
H 2.6833 0.3813 -0.8038
H 1.4993 0.6572 -2.0212
H 0.7202 2.2442 1.5913
H 2.0860 1.0864 1.3667
H 1.9274 2.6327 0.5686
H -0.0173 -0.2998 1.1919
H -1.0328 -2.1789 0.4961
H -2.5446 -1.5361 1.2475
H -2.2640 -1.9155 -0.4452
H -1.1811 1.9935 0.8418
H -2.5649 1.0325 1.4255
H -2.6878 1.8205 -0.0734
H -1.2679 0.8929 -1.9066
H -1.2668 -0.7558 -2.0283
```

Properties
- SMILES: CN1CN(C)[NH+]1C(C)(C)N
- HOMO level: -13.62 eV
- Energy relative to the best compared isomer or geometry (same formula, charge and spin): 265.5 kJ/mol
- Charge: +1
- Molecular weight: 145.2 g mol⁻¹
- Calculated total energy: -457.4284 a.u.

Atom charges from the Mulliken analysis, given in e for atoms 1 to 4:
1 C -0.80
2 N -0.35
3 C -0.71
4 N -0.43

***

Entry 2:
DFT (wB97M-V/def2-TZVPD) results for 2 unconnected molecules or ions with the total composition C6H17N4OP in a non-equilibrium geometry.

```
29
Properties=species:S:1:pos:R:3
C 2.1367 2.1833 -0.4818
N 1.3030 1.2377 0.2239
C 1.9177 0.4332 1.2480
P -0.3644 1.0220 -0.0830
N -0.9056 2.3318 0.5170
O -2.0490 2.7329 0.3490
N -0.5473 0.9507 -1.7432
C -0.1975 -0.2840 -2.4431
C -1.6122 1.7192 -2.4659
H 3.0420 1.7355 -0.9744
H 1.4924 2.8656 -1.0867
H 2.5417 2.9289 0.2153
H 2.1674 1.1745 2.0743
H 1.1868 -0.1945 1.7701
H 2.6706 -0.1738 0.8629
H 0.0523 -0.1756 -3.4138
H 0.5767 -0.7260 -1.8293
H -0.9647 -1.0570 -2.3565
H -2.6229 1.6262 -2.0286
H -1.5291 2.8847 -2.3506
H -1.5427 1.4352 -3.5002
C -1.8296 -1.2634 2.5674
N -0.8512 -1.7069 1.8652
C -0.2024 -2.8004 2.4228
H -2.4668 -0.5876 2.0456
H -2.0193 -1.6076 3.5978
H -0.1019 -3.5172 1.6544
H 0.8636 -2.5836 2.6927
H -0.6487 -3.3449 3.2843
```

Properties
- SMILES: CN(C)P(N=O)N(C)C.C=NC
- HOMO level (alpha / beta): -7.80 / -7.79 eV
- Energy relative to the best compared isomer or geometry (same formula, charge and spin): 32.2 kJ/mol
- Molecular weight: 192.2 g mol⁻¹
- Calculated total energy: -874.2171 a.u.

Atom charges from the Mulliken analysis, given in e for atoms 1 to 4:
1 C -0.95
2 N 0.22
3 C -0.69
4 P 0.20

***

Entry 3:
DFT (wB97M-V/def2-TZVPD) results for a molecular structure, C6H17NO in a non-equilibrium geometry.

```
25
Properties=species:S:1:pos:R:3
C -0.5382 -1.8882 0.9807
C -0.6729 -0.4696 1.1994
C -0.2086 0.3928 0.1312
C -0.7908 0.1996 -1.2929
C -2.1765 0.8175 -1.3585
C 0.1742 0.8149 -2.3109
N 1.7445 -0.1367 2.5630
H -0.0939 -2.1863 0.0407
H 0.2336 -1.2697 1.6874
H -1.2716 -2.5642 1.3955
H -1.0643 -0.0235 2.1131
H 0.9455 0.3223 0.1869
H -0.2433 1.4771 0.3218
H -0.8136 -0.8799 -1.4862
H -2.8155 0.5510 -0.4889
H -2.1640 1.9096 -1.3312
H -2.8358 0.4197 -2.1342
H 1.2027 0.6772 -1.9449
H 0.1321 0.3304 -3.2894
H 0.0077 1.8816 -2.4869
H 1.8116 0.7922 2.9421
H 1.9406 -0.8463 3.2327
H 2.1737 -0.1099 1.6294
H 2.7633 -0.5629 -0.0485
O 2.5598 0.3513 -0.2514
```

Properties
- HOMO level: -7.59 eV
- Energy relative to the best compared isomer or geometry (same formula, charge and spin): 523.6 kJ/mol
- Molecular weight: 119.2 g mol⁻¹
- Calculated total energy: -368.6014 a.u.

Atom charges from the Mulliken analysis, given in e for atoms 1 to 4:
1 C -0.74
2 C 0.24
3 C -0.49
4 C 0.91

***

Entry 4:
DFT (wB97M-V/def2-TZVPD) results for 2 unconnected molecules or ions with the total composition C6H17NO2 in a non-equilibrium geometry.

```
26
Properties=species:S:1:pos:R:3
C 0.0427 -2.6893 1.0740
C 0.7588 -1.8677 -0.0572
C 1.6022 -0.7885 0.4302
C 1.8250 0.4063 -0.6969
C 0.4989 1.1540 -0.8747
N 0.8125 2.5586 -1.4300
C -0.2827 1.3477 0.4865
O -1.1616 2.4061 0.1218
H -0.3801 -3.6163 0.6069
H -0.8059 -2.1053 1.6245
H 0.7655 -2.9963 1.8695
H -0.0926 -1.5228 -0.6947
H 1.3321 -2.5971 -0.7094
H 2.5634 -1.0107 0.8772
H 1.0167 -0.3150 1.2550
H 2.6344 0.9800 -0.2565
H 2.2096 -0.0406 -1.6075
H -0.1708 0.4304 -1.5645
H 0.4899 3.2394 -0.8584
H 0.3038 2.7863 -2.3254
H -0.8850 0.4296 0.5350
H 0.2500 1.5444 1.4093
H -1.4445 2.9732 0.9081
O -4.1788 -0.4514 -0.2759
H -3.3635 -0.1531 -0.4217
H -4.3399 -0.1018 0.5748
```

Properties
- SMILES: CCCC[C@H](N)CO.O
- HOMO level: -9.10 eV
- Energy relative to the best compared isomer or geometry (same formula, charge and spin): 221.4 kJ/mol
- Molecular weight: 135.2 g mol⁻¹
- Calculated total energy: -443.9566 a.u.

Atom charges from the Mulliken analysis, given in e for atoms 1 to 4:
1 C -1.19
2 C -0.12
3 C -0.57
4 C -0.95

***

Entry 5:
DFT (wB97M-V/def2-TZVPD) results for 4 unconnected molecules or ions with the total composition C6H17NO3 in a non-equilibrium geometry.

```
27
Properties=species:S:1:pos:R:3
C -1.6238 1.7371 -0.9924
N -1.1952 0.3240 -0.9566
C 0.1284 0.0800 -1.2744
C 0.4468 -1.0242 -2.0326
C 2.6023 2.2654 0.5830
C 1.3667 1.5874 0.1678
C 1.1893 1.0560 -1.0538
H -1.0155 2.4952 -0.5404
H -2.6826 1.7809 -0.7471
H -1.6442 1.9731 -2.0586
H -1.4506 -0.1458 -0.0614
H 1.4640 -1.2272 -2.3306
H -0.2768 -1.7432 -2.4089
H 3.4593 1.9990 -0.0304
H 2.5500 3.3336 0.7345
H 2.9006 1.8763 1.5580
H 0.6097 1.3726 0.9144
H 1.9537 1.1619 -1.8150
H -3.3881 -1.5620 0.9603
H -3.2333 -0.2183 1.4918
O -2.6735 -0.9348 1.1528
H 0.1893 -1.4289 3.8539
H -0.3581 -2.4360 2.7485
O -0.0118 -2.3482 3.6376
H 0.7381 -3.0761 -1.0575
H -0.2883 -3.1919 0.0859
O 0.2434 -3.7061 -0.5287
```

Properties
- HOMO level (alpha / beta): -14.04 / -14.04 eV
- Energy relative to the best compared isomer or geometry (same formula, charge and spin): 179.8 kJ/mol
- Charge: +1
- Molecular weight: 151.2 g mol⁻¹
- Calculated total energy: -518.9158 a.u.
- Multiplicity: 2

Atom charges from the Mulliken analysis, given in e for atoms 1 to 4:
1 C -0.95
2 N -0.05
3 C 0.93
4 C -1.41

***

Entry 6:
DFT (wB97M-V/def2-TZVPD) results for 3 unconnected molecules or ions with the total composition C6H17NS.

```
25
Properties=species:S:1:pos:R:3
C 2.6167 -0.2811 0.6596
C 1.8256 0.2772 1.8521
C 1.0518 1.5081 1.3833
N 0.8877 -0.6773 2.4204
H 3.0760 -1.2391 0.9194
H 1.9098 -0.4528 -0.1567
H 3.3970 0.4117 0.3453
H 2.5266 0.5942 2.6317
H 0.2765 1.1364 0.7094
H 1.7054 2.1936 0.8406
H 0.5454 2.0133 2.2066
H 1.3851 -1.5236 2.6677
H -1.6629 -0.1138 1.0983
H 0.1491 -0.9247 1.7675
C -0.6204 1.3641 -2.2486
C -1.9621 0.9731 -1.6465
C -2.1604 -0.5236 -1.4555
S -0.8482 -1.3632 -0.4985
H 0.2074 1.0901 -1.5964
H -0.5695 2.4218 -2.5077
H -0.4478 0.7858 -3.1686
H -2.0485 1.4390 -0.6624
H -2.7815 1.3923 -2.2466
H -2.2073 -1.0096 -2.4354
H -3.0947 -0.7062 -0.9291
```

Properties
- HOMO level (alpha / beta): -1.86 / -3.24 eV
- Energy relative to the best compared isomer or geometry (same formula, charge and spin): 0.0 kJ/mol
- Charge: -1
- Molecular weight: 135.3 g mol⁻¹
- Calculated total energy: -691.6901 a.u.
- Multiplicity: 2

Atom charges from the Mulliken analysis, given in e for atoms 1 to 4:
1 C -1.11
2 C 0.47
3 C -0.62
4 N -0.66

***

Entry 7:
DFT (wB97M-V/def2-TZVPD) results for a molecular structure, C6H18AlF2O3 in a non-equilibrium geometry.

```
30
Properties=species:S:1:pos:R:3
Al -8.9918 -16.8986 -13.0625
F -6.0980 -16.4322 -13.4071
F -11.3170 -17.8320 -14.6486
C -12.4933 -17.8591 -9.2715
C -11.5001 -16.8262 -9.7491
O -11.2212 -17.1354 -11.0785
H -13.3886 -17.7768 -9.8878
H -12.7072 -17.6660 -8.2203
H -12.0375 -18.8477 -9.3270
H -10.5769 -16.8624 -9.1708
H -11.9407 -15.8390 -9.6101
H -12.0987 -17.3120 -11.4254
C -5.9397 -18.1653 -9.8529
C -7.1447 -17.2347 -9.6911
O -8.2083 -17.8885 -10.3899
H -5.0472 -17.7384 -9.3954
H -5.8094 -18.4606 -10.8940
H -6.1151 -19.1034 -9.3263
H -6.9670 -16.2242 -10.0589
H -7.3676 -17.2373 -8.6242
H -8.2648 -18.7822 -10.0438
C -6.2625 -18.1630 -16.8495
C -7.3278 -17.1232 -16.6551
O -8.3734 -17.6704 -15.8832
H -5.6367 -18.4217 -15.9954
H -5.5522 -17.7466 -17.5637
H -6.6676 -19.0843 -17.2681
H -7.7492 -16.7855 -17.6019
H -6.8726 -16.2864 -16.1255
H -8.7427 -18.3978 -16.3894
```

Properties
- HOMO level: -14.18 eV
- Energy relative to the best compared isomer or geometry (same formula, charge and spin): 141.8 kJ/mol
- Charge: +1
- Molecular weight: 203.2 g mol⁻¹
- Calculated total energy: -906.7065 a.u.

Atom charges from the Mulliken analysis, given in e for atoms 1 to 4:
1 Al 1.40
2 F -0.43
3 F -0.42
4 C -1.23

***

Entry 8:
DFT (wB97M-V/def2-TZVPD) results for a molecular structure, C6H18BaO6 in a non-equilibrium geometry.

```
31
Properties=species:S:1:pos:R:3
Ba 7.1632 12.3986 37.1018
C 4.1458 8.2924 39.5562
O 5.2801 8.4555 38.8199
H 3.4777 7.6181 39.0203
H 4.4909 7.8011 40.4659
H 3.4673 9.1259 39.7382
H 5.7274 7.6151 38.6965
C 6.8673 13.3572 31.1951
O 6.7455 13.8163 32.5404
H 6.6820 14.2502 30.5982
H 7.8234 12.8383 31.1263
H 6.0349 12.7007 30.9415
H 6.7743 14.7753 32.5070
C 9.4606 11.7893 42.5089
O 9.5911 11.2586 41.2002
H 10.1674 12.6110 42.6245
H 8.4594 12.1026 42.8047
H 9.6464 11.0570 43.2946
H 10.5162 11.1311 40.9777
C 1.1786 13.6881 35.1988
O 1.0350 12.5968 34.3217
C 1.8521 11.5529 34.3373
O 2.8467 11.5300 35.0981
O 1.4262 10.5595 33.4871
C 2.3514 9.5021 33.1255
H 1.0462 13.3145 36.2142
H 0.2441 14.2460 35.1396
H 1.9953 14.3801 34.9934
H 2.0874 8.7846 33.9024
H 3.3672 9.8889 33.2066
H 2.0385 9.0294 32.1945
```

Properties
- HOMO level: -15.24 eV
- Energy relative to the best compared isomer or geometry (same formula, charge and spin): 636.5 kJ/mol
- Charge: +2
- Molecular weight: 323.5 g mol⁻¹
- Calculated total energy: -715.6412 a.u.

Atom charges from the Mulliken analysis, given in e for atoms 1 to 4:
1 Ba 1.99
2 C -0.54
3 O -0.55
4 H 0.24

***

Entry 9:
DFT (wB97M-V/def2-TZVPD) results for a molecular structure, C6H18Cl2N9O3RbS in a non-equilibrium geometry.

```
40
Properties=species:S:1:pos:R:3
Rb 0.2656 0.2143 -0.8835
N 2.9154 -0.1513 -2.9519
N 3.2482 -1.0025 -1.8689
C 3.1984 -0.4418 -0.5720
O 3.7071 -1.1626 0.3233
O 2.6116 0.6537 -0.4356
H 2.8521 -0.7329 -3.7766
H 3.6414 0.5471 -3.0878
H 4.1002 -1.5438 -1.9531
C -3.7739 -0.6256 0.5147
C -3.9989 0.3408 -0.6261
O -2.7814 0.9473 -1.0673
H -4.7128 -1.0873 0.8260
H -3.3536 -0.1161 1.3831
H -3.0827 -1.4191 0.2272
H -4.7252 1.1158 -0.3620
H -4.3990 -0.1742 -1.5030
H -2.3971 1.4066 -0.3040
Cl -0.7618 0.3532 -3.7913
C -1.7489 -1.0961 -3.4747
Cl -1.0621 -2.1811 -2.2304
H -1.7946 -1.6581 -4.3985
H -2.7223 -0.7709 -3.1312
N 1.3156 -2.6069 1.1664
C 1.0521 -1.8399 2.2502
N 1.9445 -0.8789 2.4868
S -0.3524 -2.0708 3.1874
H 2.2157 -2.5122 0.7015
H 0.7956 -3.4641 1.1086
H 2.7333 -0.7262 1.8475
H 1.7231 -0.2166 3.2080
N 1.8146 3.5088 1.5144
N 0.6686 2.7255 1.7197
N 0.5171 1.9892 2.7883
C -0.6518 1.4046 2.5334
N -1.1592 1.7863 1.3580
N -0.2837 2.6456 0.8446
H 1.9926 3.9586 2.4102
H 1.5405 4.2100 0.8296
H -1.0918 0.6715 3.1891
```

Properties
- HOMO level: -7.80 eV
- Energy relative to the best compared isomer or geometry (same formula, charge and spin): 89.7 kJ/mol
- Molecular weight: 452.7 g mol⁻¹
- Calculated total energy: -2300.6110 a.u.

Atom charges from the Mulliken analysis, given in e for atoms 1 to 4:
1 Rb 0.77
2 N -0.43
3 N -0.13
4 C 0.63